[1]
Below is a structure of composition C41H50CdGeN10 at a distorted geometry, with properties calculated with ωB97M-V/def2-TZVPD.

Element x y z (Å)
Cd1 -0.1619 -0.3048 0.5284
C1 0.0773 0.6061 3.8061
N1 0.2594 -0.7682 3.3457
C2 1.5107 -1.2956 3.8843
C3 -0.8371 -1.6134 3.7675
C4 -0.9884 -1.9759 5.0992
C5 -1.9721 -2.8588 5.5099
C6 -2.8126 -3.4251 4.5651
C7 -2.7075 -3.0542 3.2465
C8 -1.7557 -2.1054 2.8071
N2 -1.6714 -1.7872 1.4813
C9 -2.7904 -1.7827 0.7054
C10 -4.0641 -1.4943 1.2493
C11 -5.1935 -1.4340 0.4720
C12 -5.0932 -1.6445 -0.8992
C13 -3.8639 -1.9078 -1.4705
C14 -2.6991 -2.0012 -0.7084
N3 -1.4552 -2.3073 -1.2830
C15 -0.7867 -3.4921 -0.7542
C16 -1.3763 -2.3242 -2.7345
H1 0.1318 0.6880 4.9000
H2 0.8559 1.2368 3.3727
H3 -0.8977 0.9579 3.4832
H4 1.6044 -1.1460 4.9665
H5 1.5675 -2.3626 3.6807
H6 2.3479 -0.7854 3.4137
H7 -0.3267 -1.5704 5.8503
H8 -2.0578 -3.1281 6.5500
H9 -3.5499 -4.1543 4.8631
H10 -3.3372 -3.5287 2.5063
H11 -4.1239 -1.2852 2.3085
H12 -6.1530 -1.2243 0.9205
H13 -5.9721 -1.6085 -1.5231
H14 -3.8277 -2.0824 -2.5322
H15 -1.2697 -4.4066 -1.1257
H16 0.2453 -3.4875 -1.1021
H17 -0.8033 -3.4995 0.3327
H18 -1.7894 -3.2482 -3.1564
H19 -1.8891 -1.4693 -3.1654
H20 -0.3289 -2.2637 -3.0258
N4 -1.6093 4.7180 2.1200
N5 -2.0580 3.4674 1.9078
N6 -3.3275 3.1692 1.9607
C17 -3.3264 1.8864 1.6245
N7 -2.0927 1.4419 1.4055
N8 -1.2927 2.4649 1.5818
H21 -2.2973 5.2853 2.5995
H22 -0.6725 4.7530 2.4983
H23 -4.2074 1.2852 1.5539
C18 2.8841 -1.4030 -1.3160
C19 4.3193 -1.9222 -1.5939
N9 4.9797 -2.2108 -0.3350
C20 5.0424 -1.0094 0.4749
C21 3.6040 -0.5098 0.7599
N10 2.6302 -1.4007 0.1253
C22 2.8091 -2.7533 0.6557
C23 4.2536 -3.2414 0.3815
H24 2.1299 -2.0251 -1.8053
H25 2.7750 -0.3772 -1.6743
H26 4.9135 -1.1721 -2.1199
H27 4.3065 -2.8369 -2.1903
H28 5.6228 -0.2580 -0.0626
H29 5.5674 -1.2497 1.4010
H30 3.4550 0.4962 0.3675
H31 3.4095 -0.4959 1.8323
H32 2.0816 -3.4135 0.1838
H33 2.5925 -2.7207 1.7218
H34 4.2523 -4.1476 -0.2249
H35 4.7893 -3.4532 1.3078
C24 -0.3745 0.3052 -6.1379
C25 0.7503 -0.1731 -5.4856
C26 0.9127 0.0445 -4.1272
C27 -0.0268 0.7651 -3.3974
C28 -1.1574 1.2266 -4.0644
C29 -1.3375 0.9912 -5.4160
Ge1 0.2022 1.2658 -1.4702
C30 1.9828 2.1236 -1.2298
C31 2.9155 2.2874 -2.2449
C32 4.1270 2.9117 -1.9949
C33 4.4045 3.4042 -0.7314
C34 3.4787 3.2537 0.2903
C35 2.2836 2.6027 0.0421
C36 -1.0311 2.8122 -1.2910
C37 -2.4075 2.6106 -1.2740
C38 -3.2762 3.6774 -1.1375
C39 -2.7770 4.9646 -1.0236
C40 -1.4109 5.1796 -1.0516
C41 -0.5455 4.1086 -1.1856
H36 -0.5005 0.1512 -7.1992
H37 1.5107 -0.7112 -6.0358
H38 1.7967 -0.3492 -3.6444
H39 -1.8980 1.8036 -3.5272
H40 -2.2257 1.3576 -5.9119
H41 2.6840 1.9372 -3.2421
H42 4.8491 3.0268 -2.7904
H43 5.3386 3.9102 -0.5458
H44 3.6928 3.6442 1.2747
H45 1.5546 2.4682 0.8406
H46 -2.7979 1.5994 -1.3527
H47 -4.3423 3.5096 -1.1073
H48 -3.4542 5.7972 -0.9200
H49 -1.0211 6.1832 -0.9698
H50 0.5224 4.2825 -1.2150

Values from the calculation:
HOMO-LUMO gap (spin up / spin down): 8.04 / 5.12 eV
total charge: +1
E_HOMO (spin up / spin down): -9.882 / -9.888 eV
spin multiplicity: 2
energy relative to the best compared isomer or geometry (same formula, charge and spin): 126.0 kJ/mol
total energy: -119301.30670 eV

***

[2]
Below is a structure of composition C3HCl3O at a distorted geometry, with properties calculated with ωB97M-V/def2-TZVPD.

Element x y z (Å)
C1 1.8897 0.1000 -0.2384
C2 0.6880 -0.1591 0.1448
C3 -1.2542 0.2490 0.1740
O1 1.1387 -1.3923 0.1827
Cl1 -1.5513 1.2300 -1.3115
Cl2 -2.0932 -1.2509 0.0305
Cl3 -1.7055 1.1737 1.5624
H1 2.8879 0.0495 -0.5446

Values from the calculation:
HOMO-LUMO gap: 8.95 eV
E_HOMO: -8.921 eV
energy relative to the best compared isomer or geometry (same formula, charge and spin): 561.0 kJ/mol
total energy: -42735.62567 eV

***

[3]
Below is a structure of composition C13H27BiCl2P at a distorted geometry, with properties calculated with ωB97M-V/def2-TZVPD.

Element x y z (Å)
Bi1 1.3672 -0.7994 0.3035
Cl1 0.1299 -2.8335 -0.6819
Cl2 1.9187 1.6627 1.2665
C1 2.2791 -0.1944 -1.4784
H1 2.9555 0.6401 -1.2591
H2 2.6738 -1.0620 -2.0238
C2 -0.2160 0.5332 -1.4223
C3 0.9312 0.3014 -2.2078
H3 -0.1002 1.1061 -0.4737
C4 0.6804 -0.6435 -3.4301
H4 1.1368 1.2654 -2.7105
C5 -0.5575 -0.2676 -4.2324
H5 1.5794 -0.5705 -4.0476
H6 0.5975 -1.6631 -3.0379
C6 -1.7905 -0.1378 -3.3442
H7 -0.4171 0.7171 -4.7033
H8 -0.7315 -0.9884 -5.0418
C7 -1.4941 0.7716 -2.1195
H9 -2.6174 0.3164 -3.9194
H10 -2.0915 -1.1362 -2.9984
H11 -1.4375 1.8100 -2.5408
H12 -2.3422 0.7244 -1.4251
C8 1.7873 -0.5180 4.2115
C9 0.4787 -1.2543 3.9236
P1 -0.4404 -0.6037 2.4839
C10 -1.9157 -1.6373 2.2059
C11 -2.6240 -2.0944 3.4713
C12 -1.0309 1.0639 2.9485
C13 -1.5211 1.2307 4.3773
H13 2.4574 -0.5006 3.3425
H14 2.3119 -1.0242 5.0301
H15 1.6168 0.5223 4.5106
H16 0.6874 -2.3125 3.6973
H17 -0.2009 -1.2243 4.7863
H18 -2.5955 -1.0477 1.5707
H19 -1.5783 -2.4906 1.5996
H20 -3.1604 -1.2761 3.9610
H21 -3.3598 -2.8625 3.2149
H22 -1.9380 -2.5266 4.2031
H23 -0.1888 1.7396 2.7394
H24 -1.8268 1.3202 2.2331
H25 -0.8099 0.8595 5.1203
H26 -1.6733 2.2970 4.5772
H27 -2.4777 0.7271 4.5478

Values from the calculation:
HOMO-LUMO gap (spin up / spin down): 5.70 / 5.71 eV
total charge: -1
E_HOMO (spin up / spin down): -2.698 / -2.708 eV
energy relative to the best compared isomer or geometry (same formula, charge and spin): 0.0 kJ/mol
total energy: -54093.13424 eV

***

[4]
Below is a structure of composition C20H17Cl2IrN4O2S at a distorted geometry, with properties calculated with ωB97M-V/def2-TZVPD.

Element x y z (Å)
Ir1 0.0938 0.2045 -0.2155
N1 0.6744 -3.1946 -2.6251
C1 -0.6439 -3.5535 -2.3707
C2 -1.4592 -4.5508 -2.8901
C3 -2.7491 -4.6038 -2.3987
C4 -3.2134 -3.7016 -1.4277
C5 -2.4023 -2.7101 -0.9166
C6 -1.1034 -2.6432 -1.4079
N2 -0.0773 -1.7726 -1.0907
C7 0.9466 -2.1279 -1.8299
C8 2.1796 -1.3636 -1.7196
C9 3.4043 -1.5511 -2.2907
S1 4.4404 -0.2630 -1.8506
C10 3.1893 0.4411 -0.9258
N3 2.0790 -0.2343 -0.9291
H1 1.3009 -3.6242 -3.2812
H2 -1.1101 -5.2492 -3.6370
H3 -3.4245 -5.3587 -2.7769
H4 -4.2313 -3.7910 -1.0756
H5 -2.7440 -2.0046 -0.1729
H6 3.7372 -2.3491 -2.9272
H7 3.3117 1.3589 -0.3771
C11 0.2572 -0.4322 3.8602
C12 0.3880 1.0519 3.7368
C13 0.3748 1.8833 4.8405
C14 0.4992 3.2606 4.7143
C15 0.6485 3.8051 3.4460
C16 0.6621 3.0241 2.3017
C17 0.8543 3.6439 0.9539
C18 0.5154 1.6225 2.4504
N4 0.5606 0.8031 1.3863
H8 0.1591 -0.7296 4.9037
H9 1.1270 -0.9383 3.4334
H10 -0.6110 -0.8063 3.3120
H11 0.2669 1.4389 5.8230
H12 0.4827 3.8974 5.5870
H13 0.7587 4.8772 3.3321
H14 0.9801 4.7218 1.0473
H15 0.0146 3.4502 0.2897
H16 1.7419 3.2379 0.4589
Cl1 -0.9595 3.8371 -3.0950
C19 -1.9772 2.3969 -2.8494
Cl2 -3.6285 2.8365 -2.4297
C20 -1.3083 1.5371 -1.7914
O1 -0.4904 0.6665 -2.2078
O2 -1.5165 1.7010 -0.5750
H17 -1.9989 1.8562 -3.7922

Values from the calculation:
HOMO-LUMO gap: 4.98 eV
E_HOMO: -5.636 eV
energy relative to the best compared isomer or geometry (same formula, charge and spin): 139.9 kJ/mol
total energy: -69789.20543 eV

***

[5]
Below is the molecule C3H6N2O at a distorted geometry, with properties calculated with ωB97M-V/def2-TZVPD.

Element x y z (Å)
C1 -0.6148 0.0293 0.6520
C2 -0.4004 -1.0006 -0.3306
N1 -1.2011 1.2007 0.3673
O1 1.3510 0.7264 -0.2698
C3 1.3332 -0.7423 -0.7508
N2 2.1991 -1.4126 -1.1812
H1 1.9257 0.9223 0.4967
H2 -0.2782 -0.0948 1.6703
H3 -1.5255 1.3630 -0.5757
H4 -1.2677 1.9163 1.0746
H5 -0.5048 -2.0042 0.0694
H6 -1.0166 -0.9034 -1.2222

Values from the calculation:
HOMO-LUMO gap (spin up / spin down): 7.23 / 7.23 eV
E_HOMO (spin up / spin down): -7.382 / -7.382 eV
energy relative to the best compared isomer or geometry (same formula, charge and spin): 446.6 kJ/mol
total energy: -8232.06982 eV

***

[6]
Below is the molecule C6H11FO at a distorted geometry, with properties calculated with ωB97M-V/def2-TZVPD.

Element x y z (Å)
C1 0.2207 -1.8536 -0.0846
C2 0.3613 -0.3897 -0.2273
C3 1.7670 0.0127 -0.5899
O1 2.6211 -0.2514 0.5068
C4 -0.6142 0.4694 0.0769
C5 -0.5975 1.9528 -0.1583
C6 -1.9358 -0.1220 0.5774
F1 -2.6379 -0.8608 -0.4039
H1 0.4300 -2.2420 0.9184
H2 -0.8043 -2.1536 -0.2999
H3 0.8511 -2.3918 -0.7908
H4 2.0797 -0.7126 -1.3227
H5 1.9329 1.1004 -0.9333
H6 2.4273 0.4990 1.1103
H7 -1.0103 2.2415 -1.1976
H8 0.4243 2.4082 -0.2869
H9 -1.1762 2.4669 0.6576
H10 -1.7419 -0.8270 1.3845
H11 -2.5972 0.6536 1.0634

Values from the calculation:
HOMO-LUMO gap: 10.09 eV
E_HOMO: -9.307 eV
structure (SMILES): C/C(CO)=C(/C)CF
energy relative to the best compared isomer or geometry (same formula, charge and spin): 120.7 kJ/mol
total energy: -11163.98699 eV

***

[7]
Below is a structure of composition C46H50GeN4O2Sn, with properties calculated with ωB97M-V/def2-TZVPD.

Element x y z (Å)
Sn1 -0.0050 -0.1975 -0.1663
C1 -1.3161 -3.5203 -3.8740
C2 -0.6327 -3.0343 -2.5924
C3 0.8767 -3.2830 -2.6468
C4 -1.2603 -3.6901 -1.3753
C5 -1.2583 -5.0774 -1.3020
C6 -1.8609 -5.7362 -0.2451
C7 -2.4615 -5.0074 0.7636
C8 -2.4673 -3.6159 0.7518
C9 -3.0914 -2.8840 1.9240
C10 -4.5987 -3.1334 2.0228
C11 -2.3940 -3.2799 3.2273
C12 -1.8696 -2.9693 -0.3384
N1 -1.8420 -1.5269 -0.3966
C13 -2.9284 -0.8452 -0.5709
C14 -2.8843 0.5688 -0.5352
C15 -3.9011 1.5127 -0.4941
C16 -3.2878 2.7492 -0.2679
C17 -1.9128 2.5270 -0.1757
N2 -1.6580 1.2004 -0.3592
C18 -0.8591 3.5624 0.1562
C19 -1.0636 4.0155 1.6116
C20 -1.0236 4.7768 -0.7662
C21 0.5549 3.0057 0.0131
H1 -0.8856 -3.0453 -4.7592
H2 -2.3889 -3.3194 -3.8506
H3 -1.1866 -4.5957 -3.9973
H4 -0.7938 -1.9512 -2.5144
H5 1.0935 -4.3476 -2.7428
H6 1.3711 -2.9282 -1.7400
H7 1.3284 -2.7801 -3.5064
H8 -0.7961 -5.6561 -2.0925
H9 -1.8663 -6.8176 -0.2115
H10 -2.9285 -5.5300 1.5888
H11 -2.9456 -1.8128 1.7873
H12 -4.8098 -4.1885 2.2066
H13 -5.1153 -2.8508 1.1027
H14 -5.0252 -2.5587 2.8473
H15 -2.5250 -4.3426 3.4361
H16 -2.8200 -2.7262 4.0633
H17 -1.3208 -3.0792 3.1849
H18 -3.8814 -1.3557 -0.7115
H19 -4.9566 1.3093 -0.5993
H20 -3.7841 3.7011 -0.1602
H21 -2.0438 4.4743 1.7450
H22 -0.3036 4.7499 1.8863
H23 -0.9906 3.1703 2.3005
H24 -2.0454 5.1554 -0.7520
H25 -0.7723 4.5279 -1.7995
H26 -0.3634 5.5849 -0.4456
H27 0.7689 2.2526 0.7767
H28 1.2867 3.8024 0.1594
H29 0.7326 2.5771 -0.9776
O1 -3.9915 0.1398 7.0949
C22 -4.1105 -0.0412 5.7702
O2 -5.1681 -0.2941 5.2720
C23 -2.8639 0.0715 4.9366
C24 -1.6281 -0.4000 5.3628
C25 -0.5447 -0.4070 4.4991
C26 -0.6863 0.0876 3.2056
C27 -1.9208 0.5655 2.7844
C28 -3.0050 0.5506 3.6415
N3 0.4109 0.1122 2.2670
C29 1.5967 0.2317 2.7276
C30 2.8208 0.2639 1.9102
C31 4.0646 0.2249 2.5166
C32 5.1904 0.2317 1.7014
C33 5.0228 0.2810 0.3299
C34 3.7289 0.3271 -0.1849
N4 2.6562 0.3232 0.5894
H30 -3.1039 0.4319 7.3362
H31 -1.5105 -0.8250 6.3526
H32 0.3845 -0.8488 4.8329
H33 -2.0387 0.9653 1.7860
H34 -3.9760 0.8942 3.3093
H35 1.7492 0.3397 3.8000
H36 4.1548 0.1850 3.5946
H37 6.1804 0.1964 2.1357
H38 5.8743 0.2868 -0.3363
H39 3.5544 0.3719 -1.2557
Ge1 -0.1420 0.3943 -4.1469
C35 -1.9607 0.7870 -4.1549
C36 -2.4768 2.0052 -3.6852
C37 -3.8236 2.2722 -3.8368
C38 -4.6517 1.3345 -4.4472
C39 -4.1492 0.1202 -4.9008
C40 -2.8033 -0.1639 -4.7527
C41 1.3382 1.5126 -3.9223
C42 1.2388 2.8801 -3.6297
C43 2.3810 3.6557 -3.5933
C44 3.6200 3.0756 -3.8545
C45 3.7276 1.7221 -4.1502
C46 2.5895 0.9334 -4.1821
H40 0.2508 -1.0135 -4.5690
H41 -1.8410 2.7300 -3.1938
H42 -4.2317 3.2087 -3.4808
H43 -5.7051 1.5527 -4.5681
H44 -4.8057 -0.5996 -5.3709
H45 -2.4096 -1.1080 -5.1075
H46 0.2767 3.3368 -3.4483
H47 2.3116 4.7135 -3.3766
H48 4.5108 3.6901 -3.8374
H49 4.6946 1.2872 -4.3648
H50 2.6727 -0.1220 -4.4139

Values from the calculation:
HOMO-LUMO gap: 5.82 eV
total charge: +2
E_HOMO: -12.962 eV
energy relative to the best compared isomer or geometry (same formula, charge and spin): 30.7 kJ/mol
total energy: -120903.44845 eV

***

[8]
Below is a cluster of 3 separate species, C3H12NO2S in total at a distorted geometry, with properties calculated with ωB97M-V/def2-TZVPD.

Element x y z (Å)
C1 -1.9297 1.6638 -0.4170
C2 -1.0069 0.5981 -1.0145
C3 0.4957 0.8399 -1.1464
S1 1.4222 0.7290 0.4053
N1 -1.1325 -0.7086 -0.2711
H1 -2.9438 1.4799 -0.4132
H2 -1.8447 2.6300 -0.9740
H3 -1.7208 2.1174 0.6093
H4 -1.2776 0.4023 -2.0098
H5 1.0229 0.3824 -1.9599
H6 0.5765 1.8717 -1.5236
H7 -1.1405 -0.7559 0.7385
H8 -1.9963 -1.2842 -0.5967
H9 0.3414 0.3370 2.9055
H10 0.0578 -1.1227 2.3104
O1 -0.3216 -0.4473 2.8437
H11 0.6674 -2.1385 -0.8254
H12 1.9311 -2.5565 -0.8127
O2 1.0897 -2.8875 -1.1647

Values from the calculation:
HOMO-LUMO gap: 6.52 eV
total charge: -1
E_HOMO: -2.679 eV
energy relative to the best compared isomer or geometry (same formula, charge and spin): 158.6 kJ/mol
total energy: -19726.16282 eV

***

[9]
Below is a structure of composition C27H17IIrN4O2S2SbSe4 at a distorted geometry, with properties calculated with ωB97M-V/def2-TZVPD.

Element x y z (Å)
Ir1 0.5696 -0.4087 -0.7106
S1 -1.2553 2.3370 1.5919
C1 -1.8409 1.7799 3.1650
C2 -2.7269 2.5790 3.8612
C3 -3.1887 2.1864 5.1171
C4 -4.0972 2.9904 5.8334
N1 -4.8300 3.6511 6.4185
C5 -2.7454 0.9607 5.6607
C6 -1.8503 0.1727 4.9571
C7 -1.3846 0.5544 3.6969
S2 -0.2956 -0.4720 2.8622
C8 -3.2296 0.4973 6.9032
N2 -3.6021 0.0646 7.8981
H1 -3.0649 3.5073 3.4261
H2 -1.5044 -0.7629 5.3684
C9 1.4258 -3.3895 -0.7681
N3 0.9464 -2.2796 -1.5486
C10 0.4122 -2.4492 -2.7197
C11 -0.1779 -1.3224 -3.3127
C12 -0.6594 -1.0046 -4.5895
C13 -0.9360 0.3535 -4.5783
C14 -0.6391 0.8168 -3.2946
N4 -0.2007 -0.1809 -2.5206
C15 0.4944 -3.6420 0.4017
C16 -0.8446 -3.9386 0.1789
C17 -1.7035 -4.1530 1.2413
C18 -1.2366 -4.0598 2.5404
C19 0.0950 -3.7614 2.7694
C20 0.9591 -3.5551 1.7070
H3 2.4192 -3.1499 -0.3756
H4 1.4921 -4.2869 -1.4026
H5 0.4588 -3.4084 -3.2303
H6 -0.7724 -1.6931 -5.4059
H7 -1.3124 0.9535 -5.3841
H8 -0.6995 1.8306 -2.9380
H9 -1.2223 -3.9967 -0.8318
H10 -2.7419 -4.3840 1.0550
H11 -1.9170 -4.2013 3.3685
H12 0.4625 -3.6676 3.7820
H13 1.9916 -3.2977 1.8946
I1 4.2416 5.1324 3.8350
C21 3.7586 3.2280 3.0457
C22 4.4399 2.1147 3.5045
C23 4.1296 0.8738 2.9799
C24 3.1398 0.7512 2.0122
C25 2.4756 1.8842 1.5592
C26 2.7737 3.1285 2.0806
C27 2.7991 -0.6146 1.4609
O1 3.5785 -1.5458 1.5867
O2 1.6531 -0.6874 0.8984
H14 5.2040 2.2150 4.2610
H15 4.6510 -0.0105 3.3169
H16 1.7157 1.8000 0.7849
H17 2.2425 4.0019 1.7352
Se1 -3.8832 1.9109 -3.1966
Sb1 -3.0086 2.9792 -1.0575
Se2 -1.5641 4.8597 -1.8710
Se3 -5.0769 4.0838 -0.1076
Se4 -1.3457 0.4868 0.4209

Values from the calculation:
HOMO-LUMO gap (spin up / spin down): 6.67 / 4.60 eV
total charge: -1
E_HOMO (spin up / spin down): -4.816 / -5.373 eV
spin multiplicity: 6
energy relative to the best compared isomer or geometry (same formula, charge and spin): 235.6 kJ/mol
total energy: -338863.61009 eV

***

[10]
Below is the molecule C5H7NOS2 at a distorted geometry, with properties calculated with ωB97M-V/def2-TZVPD.

Element x y z (Å)
C1 -1.5288 0.0145 0.8429
C2 -0.0347 0.0979 0.3635
C3 0.9743 0.4709 1.5659
S1 0.5670 -1.6538 0.0652
C4 0.4198 -1.2628 -1.6704
S2 0.8201 -2.4145 -2.8294
N1 0.5433 0.0738 -1.9865
C5 0.0282 0.7484 -0.9384
O1 -0.2617 1.8840 -1.2395
H1 -1.4253 -0.3402 1.9312
H2 -2.0171 1.0669 0.8037
H3 -2.1272 -0.7560 0.2444
H4 2.0459 0.3956 1.2898
H5 0.8423 -0.2471 2.3961
H6 0.8639 1.4748 2.0495
H7 0.2903 0.4476 -2.8880

Values from the calculation:
HOMO-LUMO gap: 8.41 eV
E_HOMO: -8.764 eV
structure (SMILES): CC1(C)SC(=S)NC1=O
energy relative to the best compared isomer or geometry (same formula, charge and spin): 32.7 kJ/mol
total energy: -30505.59260 eV